The following is a DFT calculation (wB97M-V/def2-TZVPD) of a molecular structure, C21H35BeClGaKLi2N3O8PS2 at a distorted geometry.

* net charge: +2
* ΔE to the lowest compared entry with this formula, charge and spin: 0.0 kcal per mole
* HOMO level: -10.83 eV
* Kohn-Sham gap: 1.744 eV
* M: 719.80 g mol⁻¹

Cartesian coordinates (Å):
N: 5.825 0.076 -0.985
C: 5.378 1.251 -1.516
O: 5.471 1.539 -2.756
C: 4.702 2.292 -0.647
C: 3.294 2.418 -1.258
Ga: 1.755 1.349 -0.536
Cl: 1.928 1.502 1.767
P: 2.080 -0.961 -1.206
S: 2.106 -1.182 -3.240
H: 6.789 -0.151 -1.195
H: 5.647 -0.011 0.002
H: 4.734 2.092 0.424
H: 5.268 3.209 -0.823
H: 2.948 3.450 -1.265
H: 3.391 1.995 -2.238
H: 0.377 1.844 -1.030
H: 3.279 -1.450 -0.709
H: 1.117 -1.827 -0.697
Li: 4.260 2.857 -3.491
Li: 1.409 3.161 3.349
O: -4.346 -1.677 0.045
C: -3.675 -2.469 -0.580
O: -2.946 -3.346 0.050
C: -2.240 -4.446 -0.605
C: -0.884 -4.055 -1.133
C: -3.622 -2.405 -2.105
H: -2.880 -4.883 -1.371
H: -2.132 -5.191 0.177
H: -0.949 -3.294 -1.916
H: -0.392 -4.928 -1.554
H: -0.253 -3.666 -0.336
H: -2.887 -1.657 -2.391
H: -4.585 -2.108 -2.485
H: -3.371 -3.350 -2.581
C: -4.367 1.017 4.522
C: -3.186 0.571 3.948
C: -2.019 1.300 4.117
C: -2.039 2.468 4.867
C: -3.216 2.916 5.445
C: -4.384 2.188 5.266
H: -5.278 0.451 4.388
H: -3.175 -0.345 3.373
H: -1.099 0.947 3.664
H: -1.127 3.042 5.009
H: -3.228 3.826 6.028
H: -5.307 2.535 5.709
O: 1.445 -6.082 -0.498
S: 1.737 -7.025 -1.581
O: 3.169 -6.954 -1.870
O: 1.030 -6.684 -2.824
O: 1.267 -8.347 -1.175
C: 4.853 5.212 -7.190
C: 3.562 5.226 -6.408
O: 3.517 4.890 -5.221
N: 2.450 5.624 -7.043
C: 2.310 6.060 -8.425
H: 5.647 4.873 -6.534
H: 4.786 4.537 -8.043
H: 5.100 6.208 -7.553
H: 1.624 5.614 -6.467
H: 1.933 7.080 -8.469
H: 1.614 5.416 -8.961
H: 3.269 6.025 -8.927
K: -5.967 -2.534 -1.244
Be: 2.413 1.054 -4.363
N: -5.585 -2.537 7.334
C: -4.926 -1.498 6.834
C: -3.544 -1.384 6.852
C: -2.808 -2.407 7.431
C: -3.483 -3.495 7.959
C: -4.870 -3.511 7.883
H: -5.543 -0.720 6.399
H: -3.058 -0.517 6.429
H: -1.728 -2.358 7.471
H: -2.953 -4.315 8.421
H: -5.433 -4.346 8.284